1.
{
  "formula": "C5H12N3OPd",
  "method": "wB97M-V/def2-TZVPD",
  "e_homo_ev": -3.86,
  "total_energy_ev": -15377.949,
  "lumo_ev": 3.30,
  "homo_lumo_gap_ev": 7.2,
  "de_lowest_ev": 0.000,
  "charge": -1,
  "symbols": ["Pd", "N", "C", "C", "C", "C", "N", "H", "H", "H", "H", "H", "H", "H", "H", "H", "H", "H", "H", "N", "C", "O"],
  "xyz": [[0.036, 0.724, 0.848], [2.098, 0.251, 0.426], [2.637, -1.106, 0.235], [2.240, -2.050, 1.362], [0.750, -2.417, 1.356], [-0.053, -1.806, 2.517], [0.006, -0.367, 2.610], [2.260, 0.813, -0.405], [2.586, 0.714, 1.186], [3.729, -1.063, 0.139], [2.242, -1.479, -0.713], [2.491, -1.565, 2.314], [2.863, -2.945, 1.295], [0.631, -3.507, 1.364], [0.296, -2.054, 0.429], [0.282, -2.275, 3.456], [-1.093, -2.133, 2.379], [0.727, -0.081, 3.262], [-1.765, 0.873, 2.166], [0.226, 2.438, -1.823], [0.088, 1.770, -0.884], [-1.791, 1.249, 1.300]]
}

2.
{
  "formula": "C5H12N3S",
  "method": "wB97M-V/def2-TZVPD",
  "e_homo_ev": [-13.78, -13.78],
  "total_energy_ev": -20674.484,
  "lumo_ev": [-5.92, -5.92],
  "homo_lumo_gap_ev": [7.9, 7.9],
  "de_lowest_ev": 4.369,
  "charge": 1,
  "symbols": ["C", "C", "C", "C", "C", "N", "N", "N", "S", "H", "H", "H", "H", "H", "H", "H", "H", "H", "H", "H", "H"],
  "xyz": [[2.258, -0.988, -0.337], [4.102, 0.928, 0.742], [-2.683, 0.551, 0.530], [-1.952, -0.297, -0.493], [-0.712, 0.392, -0.948], [3.114, -1.825, -0.653], [0.977, -1.074, -0.155], [0.378, 0.158, 0.006], [2.632, 0.970, -0.078], [4.811, 1.788, 1.062], [4.344, -0.045, 1.099], [-1.926, 0.791, 1.238], [-2.967, 1.632, 0.167], [-3.465, -0.020, 0.998], [-2.697, -0.411, -1.226], [-1.618, -1.343, -0.023], [-0.319, 0.062, -1.922], [-0.876, 1.468, -0.931], [4.066, -1.470, -0.741], [0.473, -1.859, -0.466], [0.083, 0.390, 0.895]]
}

3.
{
  "formula": "C5H12NO",
  "method": "wB97M-V/def2-TZVPD",
  "e_homo_ev": -2.25,
  "smiles": "CCNCCC[O-]",
  "total_energy_ev": -8915.761,
  "lumo_ev": 3.65,
  "homo_lumo_gap_ev": 5.9,
  "de_lowest_ev": 1.303,
  "charge": -1,
  "symbols": ["C", "C", "N", "C", "C", "C", "O", "H", "H", "H", "H", "H", "H", "H", "H", "H", "H", "H", "H"],
  "xyz": [[2.492, 0.748, -1.273], [1.426, 0.937, -0.209], [0.751, -0.297, 0.217], [-0.449, -0.972, -0.398], [-1.550, -1.161, 0.604], [-2.257, 0.128, 1.098], [-3.097, -0.200, 2.089], [3.241, -0.019, -1.005], [3.081, 1.677, -1.318], [2.094, 0.400, -2.222], [1.871, 1.396, 0.670], [0.613, 1.549, -0.678], [0.386, -0.029, 1.128], [0.058, -1.879, -0.715], [-0.801, -0.308, -1.222], [-1.154, -1.673, 1.511], [-2.409, -1.751, 0.258], [-2.842, 0.534, 0.208], [-1.456, 0.921, 1.257]]
}

4.
{
  "formula": "C5H12NO",
  "method": "wB97M-V/def2-TZVPD",
  "e_homo_ev": -2.40,
  "smiles": "CCNCCC[O-]",
  "total_energy_ev": -8915.976,
  "lumo_ev": 4.35,
  "homo_lumo_gap_ev": 6.8,
  "de_lowest_ev": 1.087,
  "charge": -1,
  "symbols": ["C", "C", "N", "C", "C", "C", "O", "H", "H", "H", "H", "H", "H", "H", "H", "H", "H", "H", "H"],
  "xyz": [[-1.558, -1.036, 1.175], [-0.977, 0.393, 1.318], [-1.075, 1.156, 0.033], [0.177, 1.334, -0.733], [0.903, 0.118, -1.377], [1.919, -0.732, -0.513], [1.827, -0.693, 0.843], [-0.700, -1.685, 1.044], [-2.166, -1.279, 2.053], [-2.245, -1.166, 0.325], [0.089, 0.231, 1.545], [-1.596, 0.956, 2.014], [-1.680, 0.623, -0.589], [-0.064, 2.025, -1.534], [0.872, 1.827, -0.041], [0.101, -0.556, -1.714], [1.487, 0.590, -2.172], [1.759, -1.767, -0.901], [2.925, -0.338, -0.777]]
}

5.
{
  "formula": "C5H12NO",
  "method": "wB97M-V/def2-TZVPD",
  "e_homo_ev": -2.32,
  "smiles": "C[C@H](C[O-])N(C)C",
  "total_energy_ev": -8914.951,
  "lumo_ev": 4.00,
  "homo_lumo_gap_ev": 6.3,
  "de_lowest_ev": 2.113,
  "charge": -1,
  "symbols": ["C", "C", "C", "O", "N", "C", "C", "H", "H", "H", "H", "H", "H", "H", "H", "H", "H", "H", "H"],
  "xyz": [[-0.898, -1.506, -0.662], [0.187, -0.698, 0.151], [-0.385, -0.430, 1.650], [-1.430, 0.395, 1.708], [0.984, 0.377, -0.401], [0.330, 1.759, -0.261], [1.252, 0.098, -1.834], [-1.714, -1.773, -0.012], [-1.451, -0.788, -1.339], [-0.500, -2.360, -1.046], [1.090, -1.438, 0.373], [-0.625, -1.402, 2.024], [0.514, 0.048, 2.219], [-0.352, 2.095, -1.232], [1.175, 2.492, -0.146], [-0.295, 1.832, 0.665], [0.338, 0.281, -2.515], [1.923, 0.820, -2.204], [1.533, -0.947, -1.915]]
}

6.
{
  "formula": "C5H12NO",
  "method": "wB97M-V/def2-TZVPD",
  "e_homo_ev": -2.19,
  "smiles": "C[C@H](C[O-])N(C)C",
  "total_energy_ev": -8915.218,
  "lumo_ev": 3.85,
  "homo_lumo_gap_ev": 6.0,
  "de_lowest_ev": 1.846,
  "charge": -1,
  "symbols": ["C", "C", "C", "O", "N", "C", "C", "H", "H", "H", "H", "H", "H", "H", "H", "H", "H", "H", "H"],
  "xyz": [[0.399, -0.733, -1.467], [0.307, -0.442, 0.019], [-0.966, -1.163, 0.741], [-0.802, -2.459, 0.754], [0.241, 1.017, 0.409], [-0.763, 1.719, -0.436], [1.501, 1.649, 0.321], [0.850, -1.719, -1.629], [-0.568, -1.075, -1.888], [0.740, 0.086, -2.085], [1.186, -0.926, 0.438], [-1.002, -0.665, 1.788], [-1.915, -0.792, 0.216], [-0.223, 2.062, -1.370], [-1.111, 2.461, 0.253], [-1.545, 1.058, -0.781], [2.295, 1.370, -0.427], [1.509, 2.793, 0.271], [2.077, 1.610, 1.274]]
}

7.
{
  "formula": "C5H12NO",
  "method": "wB97M-V/def2-TZVPD",
  "e_homo_ev": -2.67,
  "total_energy_ev": -8912.915,
  "lumo_ev": 3.96,
  "homo_lumo_gap_ev": 6.6,
  "de_lowest_ev": 4.149,
  "charge": -1,
  "symbols": ["C", "C", "C", "C", "N", "C", "O", "H", "H", "H", "H", "H", "H", "H", "H", "H", "H", "H", "H"],
  "xyz": [[-0.347, -1.600, 1.898], [-0.119, -0.215, 1.290], [0.279, 0.724, -1.073], [0.421, 2.203, -0.733], [-1.192, 0.643, 1.414], [-0.669, -0.050, -0.168], [1.071, -1.581, -2.511], [-1.423, -1.774, 1.939], [0.009, -1.589, 2.928], [0.126, -2.412, 1.331], [0.876, 0.190, 1.516], [1.202, 0.150, -1.007], [-0.009, 0.601, -2.114], [1.357, 2.632, -1.114], [0.466, 2.284, 0.359], [-0.411, 2.815, -1.076], [0.812, -2.492, -2.362], [-1.633, 0.541, 0.009], [-0.818, -1.069, -0.525]]
}

8.
{
  "formula": "C5H12NO",
  "method": "wB97M-V/def2-TZVPD",
  "e_homo_ev": -2.36,
  "smiles": "CCN[C@H](C)C[O-]",
  "total_energy_ev": -8914.762,
  "lumo_ev": 3.88,
  "homo_lumo_gap_ev": 6.2,
  "de_lowest_ev": 2.302,
  "charge": -1,
  "symbols": ["C", "C", "N", "C", "C", "C", "O", "H", "H", "H", "H", "H", "H", "H", "H", "H", "H", "H", "H"],
  "xyz": [[0.920, -2.168, 0.725], [0.799, -0.701, 1.331], [0.816, 0.422, 0.447], [-0.270, 0.477, -0.499], [0.150, 0.995, -1.855], [-1.605, 1.174, -0.014], [-2.797, 0.753, -0.761], [1.938, -2.584, 0.674], [0.377, -2.043, -0.268], [0.336, -2.877, 1.457], [1.762, -0.819, 1.893], [0.058, -0.540, 2.093], [0.986, 1.376, 0.899], [-0.676, -0.532, -0.678], [-0.939, 1.281, -2.263], [0.599, 2.087, -1.716], [0.687, 0.334, -2.492], [-1.791, 1.071, 1.169], [-1.350, 2.295, -0.143]]
}

9.
{
  "formula": "C5H12NO",
  "method": "wB97M-V/def2-TZVPD",
  "e_homo_ev": [2.58, 0.49],
  "spin_multiplicity": 2,
  "total_energy_ev": -8909.573,
  "s_squared": 0.755,
  "lumo_ev": [6.97, 6.96],
  "homo_lumo_gap_ev": [4.4, 6.5],
  "de_lowest_ev": 3.085,
  "charge": -2,
  "symbols": ["C", "N", "C", "C", "C", "C", "O", "H", "H", "H", "H", "H", "H", "H", "H", "H", "H", "H", "H"],
  "xyz": [[-2.482, -2.069, 0.205], [-2.252, -2.668, 1.504], [-0.206, 1.282, 1.216], [0.951, 0.325, 0.778], [0.923, -0.127, -0.730], [1.124, 1.071, -1.635], [2.038, 1.918, -1.271], [-2.615, -0.937, -0.027], [-1.590, -1.869, 1.241], [-2.903, -2.674, -0.646], [1.740, -0.788, -1.010], [-0.421, 1.189, 2.284], [0.165, 2.301, 1.123], [-1.142, 1.182, 0.643], [1.935, 0.865, 0.819], [0.992, -0.448, 1.560], [-0.029, -0.675, -0.781], [1.346, 0.853, -2.781], [0.122, 1.442, -1.780]]
}

10.
{
  "formula": "C5H12NO",
  "method": "wB97M-V/def2-TZVPD",
  "e_homo_ev": [-8.70, -8.70],
  "spin_multiplicity": 2,
  "total_energy_ev": -8911.083,
  "s_squared": 0.755,
  "lumo_ev": [0.29, -1.66],
  "homo_lumo_gap_ev": [9.0, 7.0],
  "de_lowest_ev": 4.104,
  "symbols": ["C", "N", "C", "C", "C", "C", "O", "H", "H", "H", "H", "H", "H", "H", "H", "H", "H", "H", "H"],
  "xyz": [[-3.380, -0.500, 0.395], [-3.895, 0.628, 0.052], [0.441, 0.955, -1.214], [0.488, -0.466, -0.644], [0.996, -0.536, 0.781], [2.502, 0.008, 0.808], [3.211, -0.490, -0.199], [-3.211, -0.781, 1.452], [-2.815, 0.756, -0.163], [-2.914, -1.246, -0.285], [1.040, -1.503, 1.272], [1.445, 1.330, -1.434], [-0.037, 1.631, -0.496], [-0.123, 0.948, -2.145], [1.057, -1.091, -1.329], [-0.526, -0.865, -0.736], [0.471, 0.237, 1.337], [2.939, -0.108, 1.808], [2.313, 1.093, 0.738]]
}

11.
{
  "formula": "C5H12NO",
  "method": "wB97M-V/def2-TZVPD",
  "e_homo_ev": -14.96,
  "smiles": "CCC[C@H]([NH3+])C=O",
  "total_energy_ev": -8908.252,
  "lumo_ev": -3.85,
  "homo_lumo_gap_ev": 11.1,
  "de_lowest_ev": 2.377,
  "charge": 1,
  "symbols": ["C", "C", "C", "C", "N", "C", "O", "H", "H", "H", "H", "H", "H", "H", "H", "H", "H", "H", "H"],
  "xyz": [[-0.789, -0.857, -2.258], [-0.171, 0.304, -1.374], [-0.769, 0.381, 0.045], [0.112, -0.177, 1.098], [0.451, 0.983, 2.135], [1.428, -0.806, 0.635], [2.428, -0.307, 1.075], [-1.809, -0.518, -2.433], [-0.611, -1.775, -1.637], [-0.274, -1.005, -3.195], [-0.431, 1.218, -1.910], [0.915, 0.439, -1.513], [-1.189, 1.389, 0.210], [-1.810, -0.073, 0.060], [-0.402, -0.892, 1.636], [1.389, 0.602, 2.779], [0.802, 1.861, 1.891], [-0.515, 1.082, 2.556], [1.247, -1.849, 0.201]]
}

12.
{
  "formula": "C5H12NO",
  "method": "wB97M-V/def2-TZVPD",
  "e_homo_ev": -14.73,
  "total_energy_ev": -8908.247,
  "lumo_ev": -5.06,
  "homo_lumo_gap_ev": 9.7,
  "de_lowest_ev": 2.382,
  "charge": 1,
  "symbols": ["C", "C", "C", "C", "C", "N", "H", "H", "H", "H", "H", "H", "H", "H", "H", "H", "H", "H", "O"],
  "xyz": [[0.151, -1.725, 1.763], [0.391, -0.936, 0.462], [0.467, 0.521, 0.854], [1.508, 1.315, 1.033], [-1.316, 1.557, -0.637], [-0.791, 1.305, 0.478], [-0.158, -2.771, 1.619], [1.091, -1.544, 2.333], [-0.756, -1.439, 2.326], [1.304, -1.283, -0.066], [-0.380, -1.119, -0.293], [2.398, 0.796, 1.420], [1.519, 2.383, 1.165], [-2.281, 2.100, -0.755], [-0.970, 1.344, -1.654], [-1.042, 1.790, 1.342], [-0.481, -1.115, -3.094], [-0.342, -0.783, -4.586], [-0.313, -0.395, -3.709]]
}

13.
{
  "formula": "C5H12NO",
  "method": "wB97M-V/def2-TZVPD",
  "e_homo_ev": -12.08,
  "total_energy_ev": -8909.152,
  "lumo_ev": -4.84,
  "homo_lumo_gap_ev": 7.2,
  "de_lowest_ev": 1.477,
  "charge": 1,
  "symbols": ["C", "C", "C", "O", "H", "H", "H", "H", "H", "H", "C", "C", "N", "H", "H", "H", "H", "H", "H"],
  "xyz": [[0.955, 0.813, -3.187], [0.514, 0.162, -1.910], [-0.746, -0.137, -1.658], [-1.136, -0.725, -0.452], [1.608, 0.142, -3.746], [0.095, 1.045, -3.814], [1.508, 1.731, -2.994], [1.286, -0.054, -1.178], [-1.546, 0.114, -2.342], [-2.059, -0.895, -0.569], [0.028, 0.873, 2.370], [-0.106, -1.538, 2.190], [-0.144, -0.490, 2.907], [0.959, 1.286, 2.747], [-0.823, 1.492, 2.631], [0.077, 0.755, 1.289], [0.170, -1.471, 1.146], [-0.296, -2.486, 2.679], [-0.345, -0.617, 3.891]]
}